Record 1
The following is a quantum chemistry calculation of 2 unconnected molecules or ions with the total composition C4H9NO4 in a non-equilibrium geometry, from the Open Molecules 2025 dataset.

max |F| = 0.0450 Eh/bohr
energy above the lowest of the compared OMol25 structures with the same formula, charge and spin = 40.5 kcal/mol
Kohn-Sham gap = 8.6 eV
E = -13973.4012 eV
total charge = 0

Element x y z (Å)
C -1.513 -0.345 -1.048
C -0.788 0.992 -0.993
O 0.260 1.103 -1.840
O -2.821 -0.211 -1.577
O -1.141 1.913 -0.266
H 0.428 0.297 -2.366
H -3.257 0.488 -1.052
H -0.962 -1.065 -1.660
H -1.576 -0.757 -0.037
C 1.441 -0.318 1.101
N 1.765 0.989 0.943
C 0.588 -0.778 2.018
O 2.027 -1.151 0.191
H 1.993 -2.052 0.554
H 1.027 1.637 1.217
H 2.085 1.185 -0.003
H 0.331 -1.827 2.096
H 0.113 -0.100 2.720

---

Record 2
The following is a quantum chemistry calculation of C5H8O2 in the gas phase in a non-equilibrium geometry, from the Open Molecules 2025 dataset.

max |F| = 0.0289 Eh/bohr
energy above the lowest of the compared OMol25 structures with the same formula, charge and spin = 99.9 kcal/mol
Kohn-Sham gap (spin up / spin down) = 6.1 / 9.5 eV
E = -9405.5002 eV
total charge = 0

Element x y z (Å)
O 0.075 1.826 -0.639
C -0.389 0.544 -0.924
C 0.833 -0.407 -1.091
C 1.136 -0.768 0.307
C -0.005 -0.708 1.133
C -1.126 0.030 0.379
O -1.382 1.042 1.233
H -0.428 2.025 0.199
H -1.026 0.518 -1.820
H 0.529 -1.326 -1.627
H 1.671 0.038 -1.635
H 2.152 -0.857 0.690
H -0.285 -1.519 1.814
H 0.223 0.183 1.855
H -1.978 -0.622 0.125

---

Record 3
The following is a quantum chemistry calculation of 2 unconnected molecules or ions with the total composition C4H12N4 in a non-equilibrium geometry, from the Open Molecules 2025 dataset.

max |F| = 0.0430 Eh/bohr
energy above the lowest of the compared OMol25 structures with the same formula, charge and spin = 126.0 kcal/mol
Kohn-Sham gap (spin up / spin down) = 8.6 / 7.9 eV
E = -10297.8062 eV
total charge = 0

Element x y z (Å)
C -0.935 1.224 -1.798
C 2.569 0.536 -0.048
C -2.109 -0.179 0.463
N -0.122 0.561 -0.803
N 1.895 -0.600 -0.625
C -0.647 -0.256 0.063
N 0.019 -1.545 1.901
N 0.165 -1.195 0.590
H 2.115 -1.416 -0.061
H 0.014 -2.541 2.068
H -0.450 -0.908 2.536
H -0.266 1.678 -2.532
H -1.620 0.555 -2.334
H -1.523 2.036 -1.351
H 2.341 1.447 -0.600
H 3.654 0.353 -0.131
H 2.352 0.711 1.014
H -2.730 -0.255 -0.432
H -2.385 -0.987 1.141
H -2.339 0.778 0.938

---

Record 4
The following is a quantum chemistry calculation of C4H10NO2 in the gas phase in a non-equilibrium geometry, from the Open Molecules 2025 dataset.

spin multiplicity = 2
max |F| = 0.0781 Eh/bohr
energy above the lowest of the compared OMol25 structures with the same formula, charge and spin = 33.9 kcal/mol
Kohn-Sham gap (spin up / spin down) = 10.6 / 7.0 eV
⟨S²⟩ = 0.756
E = -9892.2740 eV
total charge = 0

Element x y z (Å)
O 0.675 0.946 -1.550
C -0.162 0.045 -1.237
C 0.273 -1.422 -1.509
N -0.646 -2.303 -0.796
H -1.242 0.128 -1.457
H 0.242 -1.578 -2.584
H 1.266 -1.521 -1.064
H -0.299 -3.248 -0.821
H -0.761 -1.958 0.145
C -0.466 1.322 0.838
O -0.402 0.011 0.310
C 0.603 1.487 1.914
H -1.450 1.543 1.261
H -0.234 2.021 0.030
H 0.452 2.408 2.476
H 1.586 1.477 1.441
H 0.564 0.643 2.600